This record from OMol25 describes a cluster of 2 separate species, C17H20N2O4S2 in total at a distorted geometry. The level of theory is the ωB97M-V functional and the def2-TZVPD basis.

The molecular weight comes out at 380.491 Da. The total charge is 0. Its total energy is -50789.4151 eV. The lowest unoccupied orbital energy comes out at -0.0074 Ha. As for the SMILES: O=S1(=O)C(=Cc2ccccc2)S(=O)(=O)c2ccccc21.CNN(C)C. As for the HOMO energy: -6.85 eV. The calculation puts the HOMO-LUMO gap at 6.65 eV. The calculation puts the energy relative to the best compared isomer or geometry (same formula, charge and spin) at 557.43 kJ/mol.

Last column: Mulliken charge in e.
Cartesian coordinates (Å):
S (0.3558, 1.5805, -1.8381)  1.39
S (-0.5092, 2.1188, 0.9413)  1.02
O (1.7981, 1.4596, -1.8923)  -0.63
O (-0.4865, 1.1872, -2.9446)  -0.63
O (0.6633, 2.2255, 1.7866)  -0.63
O (-1.8320, 1.9674, 1.5069)  -0.63
N (0.3302, -1.8437, 2.3206)  0.57
N (1.6643, -2.0991, 2.4806)  -0.68
C (-0.3497, -1.3994, -1.2114)  -0.07
C (2.1364, -3.3315, 3.0960)  -0.73
C (-0.0103, 4.3208, -2.3843)  -0.76
C (-0.1680, -2.9349, -3.5520)  -0.38
C (0.9525, -2.2380, -3.0807)  -0.62
C (-0.0633, 3.2922, -1.4510)  0.40
C (-0.1797, -0.7503, 3.1553)  -0.93
C (-0.4700, -0.4445, -0.1251)  0.43
C (-0.8867, 4.8006, 0.2493)  -0.64
C (0.8705, -1.4995, -1.9062)  -0.21
C (-0.2281, 0.8799, -0.2949)  -0.61
C (-1.3532, -2.9285, -2.8119)  -0.68
C (-0.5054, 3.5276, -0.1608)  0.22
C (-0.5471, -2.9864, 2.0806)  -0.85
C (-1.4476, -2.1768, -1.6397)  -0.25
C (-0.8259, 5.8400, -0.6758)  -0.60
C (-0.3874, 5.6029, -1.9845)  -0.57
H (1.8838, -2.2261, -3.6414)  0.39
H (-0.3437, 6.4133, -2.7062)  0.39
H (-1.2337, -3.1293, 2.9282)  0.29
H (3.1017, -3.5772, 2.6428)  0.28
H (0.0448, -3.8879, 1.8913)  0.36
H (0.3360, 4.0978, -3.3936)  0.45
H (2.2822, -3.1920, 4.1765)  0.23
H (-2.3790, -2.1350, -1.0663)  0.43
H (-1.2534, -0.8931, 3.3383)  0.37
H (-1.1516, -2.7904, 1.1865)  0.15
H (-0.0414, 0.1996, 2.6311)  0.18
H (-1.1331, 6.8357, -0.3681)  0.39
H (1.7546, -1.0117, -1.4901)  0.47
H (0.3843, -0.6772, 4.1008)  0.43
H (1.4400, -4.1597, 2.9300)  0.29
H (-0.8428, -0.7622, 0.8338)  0.56
H (2.1832, -1.2554, 2.7242)  0.24
H (-2.2224, -3.4977, -3.1552)  0.36
H (-0.1160, -3.4666, -4.5053)  0.38
H (-1.2145, 4.9450, 1.2790)  0.44